ORCA calculation (ωB97M-V/def2-TZVPD) on C19H40P2Pt as an isolated structure in a non-equilibrium geometry.

Structure (XYZ):
```
62
Properties=species:S:1:pos:R:3:forces:R:3:mulliken_charge:R:1
P 0.210147 -3.763461 1.592736 0.740 -1.527 -1.170 1.19
P 0.458253 3.341665 -0.013666 0.059 0.925 -3.462 0.54
C -0.176816 -2.315804 0.709487 -1.047 1.661 0.294 -1.19
C 1.154213 2.557266 -1.625166 -0.053 -0.757 1.636 -1.37
H -1.237616 -1.989928 0.552897 1.052 -0.509 0.148 0.41
H 0.572221 -1.526833 0.540000 -0.292 -0.556 0.159 0.50
H 2.018371 3.147733 -1.965363 -0.278 0.103 0.320 0.69
H 1.549812 1.619566 -1.167306 0.163 0.371 -0.637 0.17
C -1.239671 3.951198 -0.207958 -0.669 -0.667 1.449 -1.05
H -1.544220 4.400312 0.762776 0.213 0.049 -0.647 0.45
H -1.936192 3.112676 -0.389796 0.443 0.525 -0.014 0.29
H -1.266651 4.689194 -1.011882 0.079 -0.006 0.009 0.47
C 1.499708 4.808702 0.071151 -0.182 -0.480 1.570 -1.19
H 1.294134 5.430996 -0.793510 -0.010 0.109 -0.145 0.43
H 2.512414 4.421302 0.082360 0.331 0.377 -0.056 0.42
H 1.275551 5.313565 1.019643 0.283 0.256 -0.358 0.42
C -0.901309 -5.008632 0.900179 -0.367 -0.149 0.244 -1.31
H -1.136301 -5.809455 1.611419 0.091 0.205 -0.083 0.41
H -0.443050 -5.464338 0.012795 -0.104 0.248 0.211 0.38
H -1.834491 -4.506677 0.610215 0.174 -0.254 0.084 0.44
C 1.880711 -4.178359 1.041507 0.172 0.064 0.154 -1.31
H 2.456832 -3.243086 1.003153 0.020 -0.348 0.024 0.41
H 1.829645 -4.623001 0.034811 0.033 0.238 0.376 0.40
H 2.370814 -4.884499 1.726871 -0.162 0.204 -0.211 0.41
Pt -0.661646 0.432373 -0.989739 -0.864 0.244 3.001 0.63
C 0.224319 2.203113 -2.782729 -0.557 0.409 -2.144 0.50
C -1.190603 1.686141 -2.447384 0.122 0.585 -0.790 -0.36
C -1.920023 0.780088 -3.467927 -0.539 0.233 0.114 -1.41
C -1.432477 -0.683346 -3.551115 -0.145 -0.303 -0.224 -0.99
C -0.741549 -1.123842 -2.280191 1.013 -1.043 -0.418 -0.35
C 0.632416 -0.767175 -2.043707 -0.132 -1.538 -1.014 0.01
C 1.449091 -0.123589 -3.139622 0.519 0.141 0.287 -1.32
C 0.946638 1.204692 -3.735626 0.566 0.218 -0.247 -1.16
C 0.135668 -3.681432 3.365473 -0.267 0.578 0.657 -1.04
H 0.078552 3.141996 -3.394568 0.249 -0.704 0.474 0.53
H -1.809360 2.578930 -2.292705 -0.171 -0.496 0.326 0.52
H -1.980777 1.249058 -4.459279 0.148 -0.115 0.093 0.37
H -2.960388 0.716747 -3.118830 0.221 0.246 -0.054 0.42
H -2.280778 -1.354549 -3.735452 0.116 0.304 -0.024 0.43
H -0.752767 -0.828178 -4.399261 -0.047 -0.028 0.142 0.31
H -1.068182 -2.047559 -1.773251 -0.151 0.445 -0.419 0.52
H 1.216583 -1.505730 -1.474315 -0.200 0.419 0.040 0.52
H 1.511202 -0.875000 -3.941190 0.060 0.236 0.023 0.46
H 2.485956 -0.004514 -2.788080 -0.307 0.019 -0.010 0.37
H 1.832493 1.720482 -4.129174 -0.163 -0.102 -0.078 0.55
H 0.328133 0.967597 -4.615437 0.040 0.497 0.450 0.45
H 0.732674 -2.845117 3.738831 0.041 -0.032 -0.160 0.25
H 0.488578 -4.585785 3.872482 -0.122 -0.040 -0.402 0.41
H -0.898671 -3.473884 3.647960 -0.004 -0.146 0.100 0.39
C -1.465560 0.042348 3.979307 -0.109 0.000 0.171 -1.33
C -0.372559 0.960334 3.404519 0.310 -0.760 0.679 0.94
C 0.984715 0.526744 3.990792 0.195 0.084 0.306 -1.29
C -0.355378 1.063561 1.928760 -0.239 -0.010 0.068 -1.81
H -1.289261 -1.019548 3.736826 0.043 0.373 -0.045 0.09
H -2.460830 0.308967 3.623710 -0.010 0.005 -0.067 0.40
H -1.485152 0.121565 5.078615 0.051 -0.016 -0.410 0.44
H -0.576930 1.977519 3.776060 0.002 0.022 0.041 0.17
H 1.212557 -0.530066 3.781633 -0.178 0.251 -0.083 0.10
H 1.823461 1.118647 3.617240 -0.079 0.030 -0.085 0.41
H 0.992172 0.638627 5.086056 -0.101 -0.039 -0.359 0.42
H 0.557095 1.456850 1.466977 -0.241 -0.133 0.102 0.72
H -1.295948 1.072817 1.366977 0.241 0.079 0.070 0.73
```
Positions in Å, forces in eV/Å.

Values from the calculation:
energy above the lowest of the compared OMol25 structures with the same formula, charge and spin	0.00	kcal per mole
LUMO energy (alpha / beta)	-5.14 / -8.76	eV
spin multiplicity	5
total charge	+2

ORCA calculation (ωB97M-V/def2-TZVPD) on one molecule with the formula C3H3NO3.

Structure (XYZ):
```
10
Properties=species:S:1:pos:R:3:forces:R:3:mulliken_charge:R:1
N -0.953766 1.491501 -0.849138 0.186 -0.467 0.196 -0.62
C -0.507936 0.413266 -0.381955 -0.177 0.304 -0.130 0.60
O 0.637097 -0.210325 -0.845393 0.060 0.040 0.012 -0.33
C 1.572617 -0.486079 0.105892 0.145 0.099 0.361 0.20
O 1.598273 0.014860 1.190448 -0.016 -0.209 -0.469 -0.46
C -1.264323 -0.411004 0.637710 0.074 -0.452 0.130 0.05
O -0.929297 -1.540379 0.886146 -0.225 0.484 -0.068 -0.45
H -0.311518 1.862487 -1.554559 -0.131 0.023 0.087 0.28
H 2.296545 -1.201998 -0.299340 -0.024 0.080 0.046 0.36
H -2.137695 0.067667 1.110186 0.108 0.098 -0.164 0.37
```
Positions in Å, forces in eV/Å.

Values from the calculation:
energy above the lowest of the compared OMol25 structures with the same formula, charge and spin	35.22	kcal per mole
LUMO energy	-0.38	eV
SMILES	[H]/N=C(/C=O)OC=O

ORCA calculation (ωB97M-V/def2-TZVPD) on a 2-piece molecular cluster, C3H10NS overall in a non-equilibrium geometry.

Structure (XYZ):
```
15
Properties=species:S:1:pos:R:3:forces:R:3:mulliken_charge:R:1
C 0.267526 1.933518 -0.213582 0.520 -0.023 1.013 -0.39
N 1.322331 1.162297 -0.332044 0.376 0.428 -0.982 -0.23
H -0.162233 2.324208 -1.118397 -0.507 -0.535 -0.321 0.26
H 0.135996 2.608410 0.626639 0.255 -0.438 0.078 0.44
H 1.576458 0.845930 -1.254048 -0.082 -0.104 -0.086 0.28
H 1.963521 0.859768 0.380972 -0.207 0.337 0.520 0.23
C -0.368902 -1.623960 -0.798372 0.824 -0.332 1.013 -0.85
C -0.573741 -1.319210 0.676455 1.283 0.491 1.929 -0.37
S -1.285942 0.394835 1.023169 -2.317 2.065 -2.870 -0.24
H -0.035530 -2.664692 -0.690738 -0.857 -0.338 -0.419 0.33
H -1.221932 -1.468802 -1.446220 0.026 -0.170 -0.067 0.34
H 0.583100 -1.252116 -1.179071 -0.455 0.782 -0.149 0.24
H 0.380555 -1.330087 1.208491 -0.119 -0.476 -0.087 0.34
H -1.293551 -1.932203 1.224503 0.182 -0.067 -0.449 0.39
H -1.287656 1.462098 1.892247 1.077 -1.618 0.877 0.25
```
Positions in Å, forces in eV/Å.

Values from the calculation:
energy above the lowest of the compared OMol25 structures with the same formula, charge and spin	68.67	kcal per mole
LUMO energy	-4.53	eV
total charge	+1

Question: Number 2 is which compound?
Answer: C3H3NO3

Question: What is the formula in the first record?
Answer: C19H40P2Pt